Molecular formula: C21H26F4N2O15
Method: DFT, wB97M-V/def2-TZVPD

XYZ file:
```
68
C21H26F4N2O15 | the Open Molecules 2025 dataset | wB97M-V/def2-TZVPD
F 1.66 -0.30 -2.35
F -6.96 3.82 -4.09
F 5.01 -2.20 5.45
F 1.69 -4.91 1.56
O -2.08 5.22 1.51
O 3.89 -5.30 1.37
O 1.41 -2.51 -2.10
O -4.37 2.39 -5.79
O 5.94 -5.43 0.38
O 1.92 -1.51 2.34
O 0.37 -4.54 -2.14
O 1.95 -0.97 4.56
O -5.10 2.64 -3.67
O -1.98 5.48 -0.95
O -0.43 -2.79 -3.38
O 3.78 -1.90 3.60
O -3.31 1.29 -4.09
O 0.26 2.67 1.61
O 4.28 -4.16 -0.54
N -2.03 3.09 0.19
N -1.34 0.84 0.44
C 2.91 -4.01 -0.23
C 4.80 -5.00 0.40
C -5.55 3.15 -5.84
C -2.05 4.63 0.29
C -0.65 -0.62 2.40
C 0.44 -3.38 -2.51
C 2.50 -1.47 3.41
C -2.16 -0.58 3.09
C -5.66 3.67 -4.45
C 1.34 -1.44 -3.01
C -4.18 2.04 -4.48
C -0.69 -0.49 0.76
C -0.09 -1.42 -3.43
C 4.17 -1.34 4.84
C -3.11 2.33 -0.60
C 2.89 -1.22 5.59
C -0.94 2.25 0.82
C 2.87 -4.33 1.23
C 1.09 3.37 0.62
C -2.60 0.78 -0.41
C 2.70 3.38 0.94
H -6.39 2.51 -6.12
H -0.16 -1.64 2.72
H -4.03 2.80 -1.15
H 0.38 -0.59 0.28
H 3.15 4.31 0.35
H 0.73 4.49 0.58
H -0.22 -1.03 -4.44
H 2.32 -4.70 -0.83
H 4.68 -0.38 4.66
H 2.99 3.54 2.07
H 0.94 2.82 -0.42
H -2.55 0.55 3.03
H -0.07 0.30 2.82
H 2.57 -2.99 -0.43
H -0.73 -0.86 -2.74
H -3.16 -0.12 -0.90
H 2.05 -1.60 -3.83
H 3.07 -3.48 1.89
H -1.37 -1.39 0.37
H 2.91 -0.40 6.31
H -5.47 3.96 -6.58
H 2.62 -2.14 6.11
H -2.89 -1.27 2.45
H -5.12 4.60 -4.27
H 3.26 2.43 0.50
H -2.14 -0.92 4.23
```

- Frontier orbital gap: 0.2932 Ha
- LUMO: -0.220 eV
- Multiplicity: 1
- Net charge: 0
- Total energy: -2453.05250 hartree

---

Molecular formula: C21H26GeN2ORu
Method: DFT, wB97M-V/def2-TZVPD

XYZ file:
```
52
C21H26GeN2ORu | the Open Molecules 2025 dataset | wB97M-V/def2-TZVPD
Ru 0.12 -0.18 -0.05
Ge -0.27 -2.64 -1.71
O -2.09 -0.10 0.17
N 2.20 0.04 -0.20
N -0.30 -0.02 2.02
C -0.24 -4.59 -1.67
C 0.52 0.07 4.25
C 4.45 -0.75 -0.17
C -0.79 0.07 4.72
C 1.80 3.70 -0.02
C -0.59 4.09 -0.15
C -1.98 -1.89 -2.31
C -1.84 0.04 3.82
C 1.58 2.33 -0.10
C -2.67 -0.06 1.47
C 0.72 4.57 -0.04
C 4.00 1.59 -0.01
C 3.09 -0.96 -0.23
C 0.26 1.84 -0.21
C 1.11 -1.79 -2.81
C 0.03 -2.28 0.29
C 0.72 0.02 2.89
C 4.91 0.55 -0.05
C -1.56 -0.01 2.47
C -0.82 2.73 -0.23
C 2.64 1.32 -0.10
H -2.76 -0.34 -0.49
H 2.09 -2.26 -2.70
H -1.03 -4.96 -1.02
H 1.72 0.02 2.47
H -2.82 -2.20 -1.69
H 0.81 -1.87 -3.85
H 0.89 5.64 0.02
H -3.27 -0.95 1.65
H -3.30 0.81 1.58
H -0.99 0.09 5.79
H 1.36 0.10 4.93
H -0.42 -4.94 -2.69
H -2.86 0.04 4.16
H 0.72 -4.95 -1.32
H -1.42 4.78 -0.15
H 0.93 -2.73 0.70
H 2.80 4.09 0.06
H 2.70 -1.96 -0.32
H 5.13 -1.59 -0.21
H -1.83 2.37 -0.32
H 1.21 -0.72 -2.58
H -2.17 -2.24 -3.32
H 4.33 2.61 0.09
H -0.83 -2.58 0.89
H -1.92 -0.80 -2.36
H 5.97 0.76 0.02
```

- Frontier orbital gap (alpha / beta): 0.2118 / 0.2090 Ha
- LUMO (alpha / beta): -8.788 / -8.852 eV
- Multiplicity: 1
- Net charge: +2
- Relative energy (zero: lowest compared OMol25 entry of this formula, charge and spin): 1.710 eV
- Total energy: -3171.73665 hartree

---

Molecular formula: C21H26N2O3
Method: DFT, wB97M-V/def2-TZVPD

XYZ file:
```
52
C21H26N2O3 | the Open Molecules 2025 dataset | wB97M-V/def2-TZVPD
O -5.24 -1.46 -0.71
O -1.03 -0.44 4.16
O 1.24 2.01 1.11
N 3.39 1.36 1.22
N -0.96 0.63 2.14
C -3.28 -0.01 -0.63
C 5.58 0.17 -0.47
C -6.51 -3.32 -2.60
C -6.76 -1.82 -2.50
C 4.43 0.82 -0.91
C 4.48 -0.51 -2.92
C -4.17 -0.92 -0.07
C 4.72 3.10 0.11
C -2.03 0.07 1.44
C 2.14 1.44 1.71
C 0.69 1.20 3.79
C 5.62 -1.15 -2.47
C -5.51 -1.08 -2.04
C -2.92 -0.84 2.00
C 3.89 0.47 -2.14
C 3.79 1.90 -0.07
C -2.22 0.48 0.12
C -0.53 0.36 3.40
C -3.97 -1.33 1.25
C 6.17 -0.81 -1.25
C 1.96 0.77 3.06
H -7.56 -1.63 -1.79
H 2.86 2.24 -0.55
H -1.54 1.19 -0.32
H -0.39 1.29 1.61
H 0.83 1.07 4.86
H -7.43 -3.84 -2.88
H 6.02 0.43 0.48
H -5.67 0.01 -2.10
H -2.78 -1.16 3.02
H -4.67 -2.03 1.68
H 4.22 3.87 0.69
H 2.99 0.97 -2.49
H 4.99 3.51 -0.86
H 2.83 1.00 3.68
H -6.18 -3.70 -1.64
H 4.05 -0.77 -3.87
H 6.09 -1.92 -3.08
H -4.66 -1.34 -2.69
H 1.95 -0.31 2.90
H 7.06 -1.31 -0.90
H -3.39 0.33 -1.65
H 0.48 2.25 3.58
H 4.10 0.87 1.75
H -5.75 -3.54 -3.34
H 5.63 2.81 0.63
H -7.06 -1.42 -3.47
```

- Frontier orbital gap: 0.2974 Ha
- LUMO: 0.535 eV
- Multiplicity: 1
- Net charge: 0
- SMILES: CCCOc1ccc(NC(=O)CCC(=O)N[C@@H](C)c2ccccc2)cc1
- Relative energy (zero: lowest compared OMol25 entry of this formula, charge and spin): 0.961 eV
- Total energy: -1151.10346 hartree

---

Molecular formula: C21H26N2O3
Method: DFT, wB97M-V/def2-TZVPD

XYZ file:
```
52
C21H26N2O3 | the Open Molecules 2025 dataset | wB97M-V/def2-TZVPD
O -2.65 3.75 1.48
O -4.26 -1.73 -1.29
O 6.07 -2.04 1.20
N 4.06 -0.88 -0.43
N -0.69 3.25 0.53
C 3.50 -0.05 -1.48
C 5.24 -1.01 1.69
C 4.77 -0.09 0.56
C -1.99 2.96 0.84
C 1.34 2.98 -0.73
C 2.37 2.19 -1.21
C 0.38 1.06 0.35
C -4.00 -0.21 0.61
C 4.94 -1.91 -0.94
C 1.41 0.28 -0.15
C -2.90 0.14 -1.50
C -4.24 -3.53 0.37
C 2.40 0.83 -0.95
C 5.40 -2.79 0.22
C -5.07 -2.63 -0.55
C -3.75 -0.63 -0.69
C -2.31 1.29 -1.02
C -2.56 1.70 0.29
C -5.13 -4.52 1.12
C 0.33 2.42 0.05
C -3.42 0.95 1.08
H 5.65 0.41 0.12
H -5.85 -3.99 1.74
H -3.52 -4.07 -0.24
H 3.14 2.64 -1.82
H 4.39 -2.52 -1.66
H 3.08 -0.72 -2.24
H 5.83 -1.48 -1.44
H -4.66 -0.76 1.26
H -3.69 -2.92 1.09
H 4.36 -1.45 2.18
H -1.68 1.87 -1.66
H -0.37 0.62 0.99
H 4.52 -3.28 0.67
H -2.73 -0.18 -2.52
H -3.63 1.29 2.09
H 6.11 -3.55 -0.12
H 4.10 0.67 0.96
H 1.32 4.03 -0.95
H -5.57 -3.24 -1.30
H 1.45 -0.77 0.09
H -5.68 -5.15 0.42
H -4.53 -5.16 1.76
H -5.83 -2.09 0.02
H 5.83 -0.46 2.42
H 4.28 0.57 -1.97
H -0.42 4.20 0.75
```

- Frontier orbital gap: 0.3332 Ha
- LUMO: 0.686 eV
- Multiplicity: 1
- Net charge: 0
- SMILES: CCCOc1ccc(C(=O)Nc2ccc(CN3CCOCC3)cc2)cc1
- Relative energy (zero: lowest compared OMol25 entry of this formula, charge and spin): 2.391 eV
- Total energy: -1151.05092 hartree

---

Molecular formula: C21H26N2O4S
Method: DFT, wB97M-V/def2-TZVPD

XYZ file:
```
54
C21H26N2O4S | the Open Molecules 2025 dataset | wB97M-V/def2-TZVPD
S -1.02 -1.13 0.36
O -0.34 -1.12 1.64
O 2.70 1.14 -1.92
O -2.40 -0.72 0.34
O -3.45 2.59 -0.72
N 1.54 3.21 1.73
N 2.61 1.32 0.32
C 1.39 -0.51 -0.79
C -0.02 -3.69 0.20
C 0.29 3.06 1.10
C 2.24 0.87 1.65
C 3.43 2.51 0.30
C -1.22 3.31 -0.77
C -0.53 -6.61 -2.16
C -0.64 -5.26 -1.53
C -0.88 -2.76 -0.35
C -4.46 1.83 -0.09
C -2.27 2.73 -0.05
C -1.50 -4.30 -2.06
C 2.67 3.69 0.97
C -0.07 -0.06 -0.77
C -0.78 2.52 1.82
C 2.00 2.10 2.54
C -2.03 2.35 1.26
C 0.10 -4.94 -0.40
C 0.03 3.46 -0.21
C -1.63 -3.06 -1.48
C 2.30 0.72 -0.85
H 0.47 -7.02 -2.01
H 2.35 4.42 0.23
H -0.74 -6.57 -3.22
H 4.36 2.30 0.84
H -2.30 -2.31 -1.87
H -0.19 0.95 -0.38
H -2.08 -4.54 -2.94
H 1.60 -1.11 0.09
H 3.67 2.73 -0.74
H -5.25 1.73 -0.83
H 3.34 4.20 1.66
H 1.59 -1.10 -1.68
H 3.05 0.25 2.07
H 1.27 1.85 3.32
H -4.09 0.84 0.19
H -4.85 2.34 0.79
H 0.76 -5.67 0.03
H 0.81 3.87 -0.83
H -0.55 -0.12 -1.74
H 0.53 -3.44 1.09
H 2.92 2.42 3.04
H 1.33 0.28 1.62
H -1.40 3.62 -1.79
H -2.81 1.91 1.86
H -0.65 2.23 2.85
H -1.24 -7.29 -1.70
```

- Frontier orbital gap: 0.2913 Ha
- LUMO: 0.600 eV
- Multiplicity: 1
- Net charge: 0
- SMILES: COc1ccc(N2CCN(C(=O)CCS(=O)(=O)c3ccc(C)cc3)CC2)cc1
- Relative energy (zero: lowest compared OMol25 entry of this formula, charge and spin): 1.044 eV
- Total energy: -1624.47141 hartree

---

multiplicity of number 4 (C21H26N2O3)?
1